# 1
{"formula": "C6H10O", "method": "the ωB97M-V functional and the def2-TZVPD basis", "symbols": ["O", "C", "C", "C", "C", "C", "C", "H", "H", "H", "H", "H", "H", "H", "H", "H", "H"], "xyz": [[-0.1769, 1.9859, 0.2565], [0.0072, -1.1961, 0.8139], [-0.1658, 0.8271, -0.5757], [-1.5140, 0.0964, -0.6646], [0.7340, -0.2183, 0.0947], [2.2249, 0.0142, 0.1787], [-1.4459, -0.9727, 0.4547], [2.7276, -0.7948, 0.7201], [0.6698, -1.6147, -0.1689], [2.3767, 0.9528, 0.7282], [-1.9943, -1.8915, 0.2070], [0.2009, 1.1845, -1.5450], [-1.5975, -0.3999, -1.6416], [-2.3558, 0.7920, -0.5754], [-0.5007, 1.7082, 1.1282], [-1.8816, -0.6137, 1.3972], [2.6914, 0.1408, -0.8080]]}

# 2
{"formula": "C39H43Br4HgN10O4S2", "method": "the ωB97M-V functional and the def2-TZVPD basis", "s_squared": 0.769, "multiplicity": 2, "total_charge": -2, "symbols": ["Hg", "Br", "Br", "Br", "Br", "S", "S", "O", "O", "O", "O", "N", "N", "N", "N", "N", "N", "N", "N", "N", "N", "C", "C", "C", "C", "C", "C", "C", "C", "C", "C", "C", "C", "C", "C", "C", "C", "C", "C", "C", "C", "C", "C", "C", "C", "C", "C", "C", "C", "C", "C", "C", "C", "C", "C", "C", "C", "C", "C", "C", "H", "H", "H", "H", "H", "H", "H", "H", "H", "H", "H", "H", "H", "H", "H", "H", "H", "H", "H", "H", "H", "H", "H", "H", "H", "H", "H", "H", "H", "H", "H", "H", "H", "H", "H", "H", "H", "H", "H", "H", "H", "H", "H"], "xyz": [[-0.7744, 0.6984, -0.0115], [-6.0722, 1.4829, -4.9337], [-5.4939, 2.5671, 0.6629], [-7.4065, 2.5198, -2.0836], [-2.9112, 0.5033, -4.9910], [1.8181, 1.0290, -4.3626], [2.4171, 0.4999, 0.7248], [2.0699, 1.8284, 0.2744], [3.0105, 0.3913, 2.0443], [-2.7826, 1.5498, 0.1054], [-1.6527, 0.6609, -2.2193], [1.2559, 4.9273, 1.7781], [1.4169, -1.3365, -3.2749], [-2.2895, -1.3014, 2.9021], [0.1392, -0.8850, -5.1777], [1.1408, -0.3995, 0.4930], [0.2478, 4.6969, -0.2141], [-1.1852, -1.6953, -0.0394], [-0.6460, 3.4341, 1.5422], [-0.4890, -1.1425, 4.2218], [-1.0065, 0.6064, 2.6335], [-1.2184, -0.5160, 3.2074], [3.7063, -0.0313, -0.4087], [1.9231, -2.4096, 1.7623], [-1.0360, -2.4679, 4.4851], [0.9869, -1.7261, 0.9723], [-5.5972, 1.9504, -2.1625], [-5.0320, 1.5180, -3.3425], [0.6795, -4.4668, 1.5560], [1.5090, -3.4699, -2.1010], [4.9689, 0.3991, -2.4114], [4.4372, -1.1973, -0.1985], [1.7662, -3.7583, 2.0490], [2.1857, 5.5004, 0.8218], [-3.4828, 1.5219, -0.9836], [-0.3863, -2.0796, -5.0546], [-2.3110, -2.5394, 3.6340], [-3.6901, 1.0874, -3.3618], [-1.4465, -4.4690, 0.2641], [-2.2452, -2.3580, -0.5495], [-1.4597, -2.4620, -6.0279], [-0.2000, -2.4005, 0.5769], [-2.4019, -3.7182, -0.4460], [5.4278, -1.5584, -1.0978], [1.0875, 5.5647, 3.0587], [-0.4797, 3.9817, -1.2381], [5.6948, -0.7638, -2.2070], [0.9545, -1.0132, 4.3063], [0.0113, -3.0048, -4.0682], [1.0663, -0.4593, -4.2833], [0.9429, -2.5991, -3.1653], [-3.4688, -0.8192, 2.2309], [-0.7171, 3.0134, 2.9322], [-4.8057, 1.9524, -1.0011], [3.9804, 0.7710, -1.5099], [-2.8749, 1.0528, -2.2234], [-0.1410, 1.6171, 3.2019], [1.5821, 5.1582, -0.5466], [-0.3207, -3.8073, 0.8160], [0.2122, 4.2655, 1.1114], [5.1530, 1.0147, -3.2821], [-3.2793, 0.1817, 1.8450], [-2.4044, -2.5809, -5.4949], [-2.9876, -1.7437, -1.0479], [-0.4086, -3.9984, -4.0187], [1.3415, -3.0375, -1.1150], [-3.7267, -1.4696, 1.3950], [3.1812, 5.0605, 0.9307], [0.8738, 1.5844, 2.7835], [1.5309, 6.0257, -1.2110], [3.3895, 1.6626, -1.6658], [-1.2189, -3.4102, -6.5144], [2.5858, -3.5730, -2.2420], [5.9898, -2.4707, -0.9356], [6.4638, -1.0576, -2.9112], [-3.2167, -2.6022, 4.2516], [-3.2639, -4.1924, -0.8996], [-1.5763, -1.6785, -6.7716], [-0.0552, 1.5015, 4.2929], [2.7570, -1.8655, 2.1783], [1.2623, -0.6476, 5.2916], [1.5724, 6.5460, 3.0343], [-4.3156, -0.7870, 2.9302], [2.2718, 6.5844, 0.9705], [1.5299, 4.9948, 3.8828], [-0.2154, 3.6991, 3.6237], [2.5033, -4.2544, 2.6722], [-1.4851, 3.7651, -0.8834], [1.4233, -1.9829, 4.1280], [1.3325, -0.3336, 3.5499], [-1.7762, 2.9787, 3.2028], [-0.3177, -3.2361, 4.1806], [-0.5311, 4.6054, -2.1315], [4.2324, -1.8189, 0.6597], [2.0337, -0.9679, -2.5603], [1.0417, -4.4517, -2.1265], [2.1547, 4.3738, -1.0437], [-1.5366, -5.5436, 0.3741], [-2.3031, -3.3984, 2.9543], [0.5816, -5.5326, 1.7350], [-1.2444, -2.6013, 5.5518], [0.0299, 5.7214, 3.2803], [0.0126, 3.0422, -1.5161]]}

# 3
{"formula": "C8H14NO", "method": "the ωB97M-V functional and the def2-TZVPD basis", "s_squared": 0.765, "multiplicity": 2, "total_charge": 2, "symbols": ["O", "N", "C", "C", "C", "C", "C", "C", "C", "C", "H", "H", "H", "H", "H", "H", "H", "H", "H", "H", "H", "H", "H", "H"], "xyz": [[0.3605, -2.4370, 0.7197], [0.2998, -0.9095, -2.5236], [-1.2287, 0.4219, 2.2842], [1.1219, -0.2216, 0.7812], [0.7970, 1.0714, 1.0833], [0.1749, -1.1819, 1.1806], [-1.0257, -0.8688, 1.8249], [-0.3051, 1.4402, 1.8851], [-0.4910, 2.8629, 2.2243], [0.2922, -1.1231, -4.0364], [0.4573, 3.4082, 2.2297], [-0.5494, -0.4107, -2.2688], [1.2580, -0.7788, -4.4109], [-0.9381, 3.0674, 3.1953], [0.0959, -3.0617, 1.3956], [2.0783, -0.5658, 0.4135], [-2.0605, 0.6103, 2.9455], [-1.8099, -1.5772, 2.0518], [1.0383, -0.3164, -2.1595], [1.4011, 1.8138, 0.5666], [-0.4690, -0.5475, -4.5460], [0.2697, -2.1925, -4.2015], [0.3412, -1.8334, -2.0751], [-1.1086, 3.3300, 1.4408]]}

| no. | E_tot (a.u.) | F_max (Eh/bohr) |
| --- | --- | --- |
| 1 | -309.73090 | 0.0462 |
| 2 | -13606.39386 | 0.0096 |
| 3 | -442.55179 | 0.0495 |